# 1
Density functional theory data (ωB97M-V/def2-TZVPD) for a cluster of 2 separate species, ClH2NOS2 in total in a non-equilibrium geometry.

ORCA input file:
```
! wB97M-V def2-TZVPD RIJCOSX def2/J DEFGRID3
* xyz 0 1
Cl -2.55 1.37 -0.26
S -1.64 -1.34 -0.07
S 2.79 0.82 0.33
O -0.48 -0.80 0.62
N -2.68 -0.30 -0.50
H 1.52 0.43 0.40
H 3.04 -0.17 -0.53
*
```

Molar mass in g mol⁻¹: 131.609
Relative energy (zero: lowest compared OMol25 entry of this formula, charge and spin) in eV: 0.999

***

# 2
Density functional theory data (ωB97M-V/def2-TZVPD) for an isolated molecule of ClH2NOS2 in a non-equilibrium geometry.

ORCA input file:
```
! wB97M-V def2-TZVPD RIJCOSX def2/J DEFGRID3
* xyz 0 1
Cl 2.27 1.91 0.28
S 1.90 -0.35 -0.48
S 2.71 -1.49 0.74
O 1.97 -0.32 -1.91
N 0.37 -0.15 -0.01
H 0.22 -0.17 1.06
H -0.19 0.51 -0.52
*
```

Molar mass in g mol⁻¹: 131.609
Relative energy (zero: lowest compared OMol25 entry of this formula, charge and spin) in eV: 0.475

***

# 3
Density functional theory data (ωB97M-V/def2-TZVPD) for a structure of composition ClH2NaO in a non-equilibrium geometry.

ORCA input file:
```
! wB97M-V def2-TZVPD RIJCOSX def2/J DEFGRID3
* xyz 0 1
Cl -1.41 -2.00 2.13
Na -0.87 -0.44 0.59
O 0.37 0.83 -0.94
H 1.02 1.52 -1.13
H 0.89 0.09 -0.64
*
```

Molar mass in g mol⁻¹: 76.458
Relative energy (zero: lowest compared OMol25 entry of this formula, charge and spin) in eV: 0.234

***

# 4
Density functional theory data (ωB97M-V/def2-TZVPD) for a cluster of 2 separate species, ClH2O in total in a non-equilibrium geometry.

ORCA input file:
```
! wB97M-V def2-TZVPD RIJCOSX def2/J DEFGRID3
* xyz -1 1
Cl -1.15 -1.96 -3.29
O 0.25 1.03 1.04
H 0.49 0.36 0.36
H 0.41 0.58 1.90
*
```

Molar mass in g mol⁻¹: 53.468
Relative energy (zero: lowest compared OMol25 entry of this formula, charge and spin) in eV: 0.523

***

# 5
Density functional theory data (ωB97M-V/def2-TZVPD) for a cluster of 2 separate species, ClH2O2PS in total in a non-equilibrium geometry.

ORCA input file:
```
! wB97M-V def2-TZVPD RIJCOSX def2/J DEFGRID3
* xyz 0 1
Cl 2.22 -1.01 0.51
S -2.03 -2.57 -0.43
P -1.33 -0.78 -0.31
O -0.70 -0.30 1.06
O -1.52 0.36 -1.19
H 2.80 -0.86 1.75
H -0.31 0.52 1.06
*
```

Molar mass in g mol⁻¹: 132.508
Relative energy (zero: lowest compared OMol25 entry of this formula, charge and spin) in eV: 1.518

***

# 6
Density functional theory data (ωB97M-V/def2-TZVPD) for a cluster of 2 separate species, ClH2OP in total in a non-equilibrium geometry.

ORCA input file:
```
! wB97M-V def2-TZVPD RIJCOSX def2/J DEFGRID3
* xyz 0 1
Cl 2.85 -0.20 0.05
P -0.41 0.92 -0.04
O -1.05 -0.55 -0.21
H -1.39 -0.78 -1.08
H 0.00 0.61 1.27
*
```

Molar mass in g mol⁻¹: 84.442
Relative energy (zero: lowest compared OMol25 entry of this formula, charge and spin) in eV: 2.899

***

# 7
Density functional theory data (ωB97M-V/def2-TZVPD) for a structure of composition ClH37O22P2 in a non-equilibrium geometry.

ORCA input file:
```
! wB97M-V def2-TZVPD RIJCOSX def2/J DEFGRID3
* xyz 0 1
Cl -1.21 -2.85 -0.29
P 0.32 -1.36 -2.89
P 0.68 -3.48 -1.05
O 1.67 3.88 -4.81
O -5.55 5.56 4.12
O -0.74 -5.00 -4.46
O 1.58 -0.73 2.09
O -1.18 -1.23 -3.13
O 1.86 -2.72 -0.09
O 1.01 1.61 3.79
O 0.68 -0.36 -1.61
O 4.18 -4.96 -1.36
O -2.98 4.13 -3.61
O 0.69 3.33 1.27
O -0.49 2.00 -3.51
O 0.86 -2.93 -2.69
O 4.04 0.85 0.58
O -3.91 -6.85 2.75
O 4.98 -2.58 0.78
O 1.20 -4.79 2.22
O -2.49 5.79 3.11
O 1.62 2.48 -1.59
O -3.12 -3.99 2.59
O -1.47 3.25 4.12
O 1.11 -0.74 -4.23
H 4.64 -4.34 -1.94
H 2.47 2.71 -1.97
H 1.07 2.25 -2.36
H -2.12 3.22 4.83
H -6.07 5.29 3.36
H 1.44 3.98 -5.74
H -0.32 -4.20 -4.13
H 4.14 -2.16 0.57
H 2.33 -0.86 2.68
H 1.52 -1.84 0.22
H -4.53 -6.67 3.46
H -1.33 2.43 -3.73
H -3.74 -4.70 2.39
H -3.89 4.24 -3.34
H -4.70 5.81 3.75
H -0.72 1.06 -3.46
H 3.79 0.93 -0.35
H 0.48 -4.27 2.59
H -2.49 6.42 3.84
H -0.15 -0.04 -1.22
H 0.43 -0.43 -4.84
H 0.44 4.22 1.54
H -1.85 3.86 3.47
H 3.24 0.50 1.00
H 1.45 2.23 3.20
H 0.27 2.12 4.16
H -2.54 4.92 -3.28
H 4.77 -3.52 0.84
H 1.66 -4.17 1.64
H 0.86 3.54 -4.40
H 3.45 -4.44 -1.00
H -1.66 -4.90 -4.19
H -3.16 -7.25 3.19
H -2.68 -3.81 1.75
H 1.06 -0.03 2.52
H -1.85 6.16 2.49
H 0.95 3.44 0.34
*
```

Molar mass in g mol⁻¹: 486.675
Electronic energy in eV: -76750.6608

***

# 8
Density functional theory data (ωB97M-V/def2-TZVPD) for an isolated molecule of ClH3NOPS in a non-equilibrium geometry.

ORCA input file:
```
! wB97M-V def2-TZVPD RIJCOSX def2/J DEFGRID3
* xyz 0 1
Cl 0.36 0.35 -2.02
S -0.97 -2.07 -0.18
P -0.22 -0.30 -0.26
O -1.33 0.78 0.24
N 1.21 0.10 0.51
H 1.37 -0.11 1.45
H 1.84 0.82 0.20
H -2.26 0.42 0.07
*
```

Molar mass in g mol⁻¹: 131.524
Relative energy (zero: lowest compared OMol25 entry of this formula, charge and spin) in eV: 0.000

***

# 9
Density functional theory data (ωB97M-V/def2-TZVPD) for the ion ClH3O3P with charge +1 in a non-equilibrium geometry.

ORCA input file:
```
! wB97M-V def2-TZVPD RIJCOSX def2/J DEFGRID3
* xyz 1 1
Cl -0.22 -1.61 -1.44
P 0.05 -0.07 -0.10
O -0.52 1.17 -0.78
O 1.45 0.21 0.43
O -0.95 -0.33 1.04
H 2.33 0.47 0.22
H -0.74 -0.92 1.72
H -1.40 1.08 -1.10
*
```

Molar mass in g mol⁻¹: 117.448
Relative energy (zero: lowest compared OMol25 entry of this formula, charge and spin) in eV: 0.179

***

# 10
Density functional theory data (ωB97M-V/def2-TZVPD) for a structure of composition ClH3O5P2 in a non-equilibrium geometry.

ORCA input file:
```
! wB97M-V def2-TZVPD RIJCOSX def2/J DEFGRID3
* xyz 0 1
Cl -1.81 1.52 1.08
P 0.92 0.13 -0.12
P -1.73 0.78 -0.87
O -2.22 -0.75 -0.71
O -0.08 0.63 -1.27
O 0.25 -1.02 0.75
O 1.41 1.17 0.76
O 2.12 -0.55 -0.89
H 0.21 -0.71 1.67
H -2.01 -1.10 0.17
H 2.93 -0.11 -0.57
*
```

Molar mass in g mol⁻¹: 180.420
Relative energy (zero: lowest compared OMol25 entry of this formula, charge and spin) in eV: 0.000

***

# 11
Density functional theory data (ωB97M-V/def2-TZVPD) for an isolated molecule of ClH3OSi in a non-equilibrium geometry.

ORCA input file:
```
! wB97M-V def2-TZVPD RIJCOSX def2/J DEFGRID3
* xyz 0 1
Cl 1.70 -1.18 -1.52
Si -0.37 0.28 0.24
O 0.86 -0.68 0.12
H 0.07 1.73 -0.28
H -0.40 -0.11 1.59
H -1.86 -0.04 -0.15
*
```

Molar mass in g mol⁻¹: 82.562
Relative energy (zero: lowest compared OMol25 entry of this formula, charge and spin) in eV: 5.075

***

# 12
Density functional theory data (ωB97M-V/def2-TZVPD) for a structure of composition ClH4HfO2 in a non-equilibrium geometry.

ORCA input file:
```
! wB97M-V def2-TZVPD RIJCOSX def2/J DEFGRID3
* xyz 3 1
Hf -21.00 13.57 -7.18
Cl -20.56 15.69 -6.23
O -19.46 18.42 -5.00
O -19.16 14.01 -8.21
H -18.50 18.21 -5.03
H -18.23 13.82 -7.98
H -18.93 14.87 -8.58
H -19.87 17.71 -5.51
*
```

Molar mass in g mol⁻¹: 249.973
Relative energy (zero: lowest compared OMol25 entry of this formula, charge and spin) in eV: 0.000